This record from the Open Molecules 2025 dataset describes 18 unconnected molecules or ions with the total composition C90H90N18. The level of theory is ωB97M-V with the def2-TZVPD basis set.

Structure (XYZ):
```
198
Properties=species:S:1:pos:R:3:forces:R:3
N 17.854 25.268 21.772 1.2556 0.5207 -0.4831
C 18.976 24.575 21.365 -1.0488 0.9152 1.3939
C 20.272 25.080 21.438 -1.3252 1.4606 0.2616
C 20.372 26.439 21.841 0.0389 -0.5395 -0.9596
C 19.242 27.204 22.148 0.3937 -1.0893 0.1899
C 18.001 26.573 22.127 0.7996 -1.6393 0.2301
H 18.813 23.526 21.167 -0.0942 -0.1401 -0.3328
H 21.095 24.427 21.189 0.2325 0.2427 0.0050
H 21.333 26.931 21.802 0.2020 -0.0393 0.3364
H 19.344 28.194 22.567 -0.0088 0.1688 -0.2898
H 17.162 27.075 22.586 -0.4338 -0.0203 -0.3956
N 15.471 20.770 12.989 1.7936 -0.0668 0.2103
C 16.299 19.726 13.315 -1.5410 1.1379 0.1572
C 17.611 19.840 13.780 -1.5264 1.1788 -0.5342
C 18.111 21.150 13.853 -0.4189 -0.5832 -0.0896
C 17.298 22.262 13.523 0.2324 -1.0835 -0.1781
C 16.002 22.012 13.074 0.0617 -1.3679 0.2107
H 15.742 18.802 13.279 0.4549 -0.4352 0.0215
H 18.108 18.944 14.123 0.3823 0.1830 -0.1344
H 19.140 21.161 14.179 0.1744 0.8754 0.0749
H 17.616 23.293 13.555 0.3484 -0.0672 0.0975
H 15.341 22.808 12.764 0.0065 0.2289 0.1142
N 15.152 17.733 22.213 -0.3443 2.2162 -0.4068
C 15.273 19.060 21.837 -0.3717 -2.5666 -0.1832
C 14.183 19.798 21.377 1.1084 0.7360 0.1376
C 12.935 19.266 21.337 -1.3716 -2.4796 0.3756
C 12.780 17.898 21.712 0.7082 1.2619 0.2089
C 13.912 17.231 22.162 0.2425 0.0029 -0.2049
H 16.303 19.378 21.766 -0.0518 0.5034 0.1355
H 14.287 20.809 21.009 0.3756 0.1933 0.1043
H 12.078 19.838 21.013 -0.0151 0.1754 -0.0597
H 11.850 17.349 21.744 -0.2223 0.2992 -0.2113
H 13.823 16.201 22.475 -0.0086 -0.2251 0.0665
N 19.388 15.412 22.061 -0.5020 -1.3425 -0.2044
C 19.619 14.124 21.595 -1.0822 2.0612 -0.9278
C 18.840 13.587 20.577 0.0537 -0.0535 0.3411
C 17.700 14.261 20.094 0.6744 -0.3445 0.1137
C 17.433 15.505 20.585 0.9222 0.4579 0.9085
C 18.308 16.036 21.583 -0.3503 -0.7539 -1.0166
H 20.491 13.582 21.932 0.0900 0.2242 0.2954
H 19.177 12.660 20.138 -0.2936 -0.2630 0.0133
H 17.064 13.842 19.328 0.1640 -0.1616 -0.1343
H 16.637 16.100 20.161 -0.1303 0.1177 0.3401
H 18.060 17.031 21.921 0.3160 0.1550 0.3351
N 13.843 23.358 16.233 0.4167 -0.0217 0.1418
C 13.909 23.551 17.559 -0.4146 -1.6753 -1.0506
C 13.514 22.538 18.458 0.3388 2.0934 -0.5696
C 13.010 21.364 17.963 -0.3279 -0.4363 -0.1508
C 12.977 21.143 16.574 -0.2708 0.4153 1.0931
C 13.417 22.167 15.763 0.8204 0.2942 0.5475
H 14.325 24.481 17.918 -0.1280 0.2399 -0.0513
H 13.532 22.896 19.476 -0.1066 -0.8202 0.4658
H 12.625 20.650 18.675 -0.0563 -0.3145 -0.0992
H 12.550 20.248 16.146 0.1903 -0.1652 0.0347
H 13.586 21.947 14.719 -0.3927 0.4079 -0.3319
N 20.770 16.968 17.316 1.1536 0.2656 0.3905
C 21.802 17.850 17.106 -1.6673 -0.4447 1.5235
C 22.471 18.449 18.161 -0.9182 -0.0253 1.5586
C 22.140 18.095 19.503 -1.0720 -0.1615 -1.8475
C 21.121 17.129 19.711 1.3336 0.7489 -0.2236
C 20.473 16.595 18.600 1.3679 0.5123 -1.7549
H 22.021 18.234 16.120 -0.2743 -0.4587 -0.3686
H 23.045 19.341 17.958 0.5914 -0.1833 0.0493
H 22.570 18.682 20.302 0.1268 -0.3136 0.2225
H 20.905 16.795 20.715 -0.2384 -0.0218 -0.0088
H 19.787 15.762 18.638 -0.4196 0.1848 0.4073
N 17.854 26.349 17.232 -0.0914 -0.4557 0.1761
C 18.835 26.273 18.174 0.2451 -0.0118 -3.5452
C 20.082 25.713 17.795 -1.2704 0.4646 0.3046
C 20.187 25.108 16.533 -0.0590 -0.0867 -0.1731
C 19.156 25.153 15.586 -0.6743 -0.1887 1.7262
C 17.989 25.795 15.998 0.5672 0.3353 1.4514
H 18.630 26.842 19.069 0.2207 -0.3246 0.3697
H 20.881 25.837 18.510 0.3529 -0.5563 -0.1598
H 21.049 24.535 16.227 0.4860 0.2247 0.2929
H 19.162 24.551 14.689 0.3039 0.4368 -0.2282
H 17.122 25.860 15.356 -0.1147 0.1069 -0.0546
N 17.767 12.610 17.118 1.3332 -0.5600 0.1564
C 19.059 12.981 17.001 -0.3758 -0.1874 0.4554
C 20.187 12.192 17.359 -1.2835 1.1548 -0.2349
C 19.963 10.955 17.907 -1.5914 -0.6131 0.1694
C 18.605 10.518 18.052 1.4578 1.3185 -0.4278
C 17.589 11.386 17.628 0.5163 -1.3543 -0.1871
H 19.146 13.995 16.639 0.4929 0.1064 -0.1695
H 21.172 12.625 17.262 0.0746 -0.0935 -0.1275
H 20.794 10.331 18.201 -0.0231 -0.1289 0.0967
H 18.393 9.545 18.470 -0.1651 0.0044 -0.0734
H 16.605 10.944 17.579 -0.4535 0.4208 0.2947
N 18.869 21.200 22.240 -0.3839 -0.3726 0.4463
C 19.239 19.921 22.157 0.6654 0.1839 0.1653
C 19.395 19.080 23.252 0.0807 0.1619 0.1191
C 19.114 19.601 24.491 0.3524 0.6325 1.4538
C 18.759 20.936 24.623 -0.5759 0.1622 -0.2753
C 18.590 21.662 23.481 0.0080 0.1779 -1.8068
H 19.555 19.529 21.202 -0.2468 0.1803 -0.4600
H 19.827 18.096 23.150 -0.2675 -0.2151 -0.1332
H 19.249 19.090 25.432 0.0799 -0.6408 -0.1847
H 18.540 21.487 25.526 0.0761 -0.5715 0.4530
H 18.177 22.659 23.500 0.2100 0.3127 0.1397
N 11.143 22.502 21.379 -1.3695 0.5887 0.1636
C 11.688 22.925 22.524 0.7769 0.3982 -1.0401
C 11.250 24.031 23.228 -0.8124 0.0403 0.6571
C 10.031 24.572 22.875 -0.4070 -0.0309 -0.2739
C 9.391 24.131 21.725 -0.1440 -0.3666 0.3255
C 9.982 23.119 20.995 1.4908 -0.5831 0.1887
H 12.623 22.451 22.783 0.0813 -0.2334 0.2561
H 11.728 24.428 24.112 0.3725 -0.3236 0.0275
H 9.513 25.285 23.499 0.2617 0.3089 0.0557
H 8.404 24.503 21.495 0.0401 0.0786 -0.3121
H 9.585 22.764 20.055 -0.2131 -0.0014 -0.0317
N 14.155 28.200 19.863 -0.0922 -0.4449 0.9666
C 15.145 27.268 20.005 -2.5704 -0.3683 -0.1975
C 14.849 26.005 20.547 -0.6149 0.2689 0.4196
C 13.570 25.744 21.034 0.2520 1.0744 0.5040
C 12.592 26.763 21.030 1.1064 -1.4105 -0.1197
C 12.920 27.954 20.427 1.4909 -0.6645 -0.7360
H 16.118 27.411 19.559 0.0125 0.5844 -0.0572
H 15.576 25.221 20.697 0.4081 0.1847 -0.3140
H 13.447 24.815 21.571 -0.4668 -0.1878 -0.1795
H 11.612 26.587 21.449 -0.0671 0.0590 0.0168
H 12.084 28.635 20.367 0.5276 0.8617 -0.3997
N 20.024 24.720 12.159 0.0021 -0.3838 0.6082
C 20.373 23.436 12.451 -0.2164 0.8460 -0.9108
C 20.674 22.478 11.482 -0.1358 1.3111 -0.2135
C 20.721 22.955 10.156 -0.2300 -0.5584 0.1905
C 20.333 24.237 9.852 -0.1496 1.0293 0.8934
C 19.971 25.119 10.904 0.0220 -1.9803 -1.2114
H 20.355 23.244 13.513 0.1359 -0.4293 0.0577
H 20.824 21.436 11.722 0.2488 0.0721 0.0600
H 20.993 22.316 9.328 0.0267 -0.3115 0.0835
H 20.267 24.598 8.836 0.1346 -0.1176 -0.1203
H 19.506 26.048 10.608 0.2402 0.4710 0.5457
N 19.165 14.283 12.172 -0.9141 0.2584 0.7036
C 19.927 14.739 13.185 -0.9557 0.6567 -0.1788
C 19.475 15.622 14.188 0.3387 -0.1184 -1.3326
C 18.195 16.146 14.073 -0.3842 -0.6994 -0.2530
C 17.339 15.649 13.079 1.5281 -1.1298 -0.5877
C 17.867 14.677 12.157 0.1600 0.9283 2.3400
H 20.958 14.417 13.187 0.1364 -0.1834 -0.0113
H 20.171 15.980 14.933 -0.0810 -0.0790 0.3065
H 17.815 16.834 14.814 -0.0024 0.1656 0.0052
H 16.296 15.929 13.065 -0.0473 0.0594 -0.1813
H 17.142 14.103 11.599 0.3003 0.1374 -0.7789
N 14.116 23.643 26.412 0.6766 -0.3419 -1.1081
C 14.277 24.716 25.629 -0.0932 0.6505 -0.2197
C 14.830 24.725 24.358 0.6249 -1.7940 -0.1004
C 15.271 23.479 23.833 -0.7370 1.4530 0.2817
C 15.069 22.331 24.574 -0.0583 0.4823 0.8056
C 14.538 22.485 25.875 -0.7625 0.1922 -0.2521
H 13.912 25.658 26.011 -0.0692 0.1170 0.3219
H 14.954 25.617 23.762 -0.1194 0.1508 0.1447
H 15.691 23.493 22.838 0.1765 -0.2926 -0.1194
H 15.323 21.370 24.151 0.0252 -0.1897 0.2354
H 14.285 21.648 26.509 0.3935 -0.4232 -0.1115
N 22.964 19.988 13.840 -1.0243 -0.2790 1.1210
C 21.929 19.179 13.474 1.9596 -0.8516 -1.1341
C 22.115 17.803 13.305 0.5155 1.0544 1.2842
C 23.299 17.293 13.826 -1.5135 -1.4566 -1.3559
C 24.295 18.075 14.324 0.5897 -0.2517 0.2714
C 24.099 19.437 14.342 -1.5283 0.2675 -0.7132
H 20.975 19.515 13.095 0.0381 1.1089 0.2015
H 21.365 17.153 12.879 -0.1054 0.0906 0.0963
H 23.318 16.216 13.751 0.8186 -0.2183 0.2341
H 25.212 17.598 14.637 0.0929 0.2154 0.3247
H 24.824 20.088 14.809 0.0769 0.3386 -0.3575
N 15.611 17.391 15.914 -0.5029 0.2350 1.3998
C 15.627 16.084 16.204 0.4164 -0.3016 0.5512
C 15.268 15.488 17.421 -0.8966 2.0981 0.4326
C 14.686 16.369 18.411 0.0874 -0.9281 -1.7276
C 14.581 17.717 18.096 0.8668 -0.2664 -0.2644
C 15.131 18.181 16.903 -0.5147 -0.4334 -0.8931
H 16.006 15.445 15.420 0.0127 -0.1625 -0.0765
H 15.390 14.416 17.477 -0.1470 -0.0176 0.4179
H 14.163 16.046 19.299 0.3942 -0.4384 0.2321
H 14.140 18.434 18.773 -0.0579 -0.0486 0.1365
H 15.015 19.230 16.673 0.3626 0.2224 -0.0992
N 17.284 20.125 19.394 -0.3714 1.5553 -0.6451
C 17.928 19.414 18.462 -0.8778 -0.9477 2.2085
C 18.565 19.934 17.409 1.1445 3.0153 -2.4400
C 18.496 21.343 17.193 -1.0656 -0.4589 1.4847
C 17.741 22.134 18.102 0.5268 -1.2735 -0.6860
C 17.161 21.470 19.185 0.2845 -1.8103 -0.0205
H 17.905 18.351 18.652 0.1923 -0.3021 -0.1136
H 19.122 19.374 16.672 -0.0775 -0.4728 0.1644
H 18.944 21.800 16.323 0.1052 0.0108 0.0565
H 17.578 23.186 17.915 0.0528 0.1455 0.1117
H 16.519 21.918 19.929 0.1494 0.5930 -0.0072
N 23.315 22.603 18.343 -0.3497 -0.5532 0.9442
C 22.018 22.334 18.449 -0.4153 0.2198 1.3220
C 21.436 21.846 19.643 -0.2551 -0.5528 -0.8000
C 22.239 21.471 20.693 0.7408 0.0956 0.6973
C 23.581 21.813 20.652 -0.0829 -0.2213 -0.8514
C 24.026 22.345 19.467 1.0556 0.4740 -1.3234
H 21.369 22.530 17.609 0.0504 0.0505 -0.2210
H 20.378 21.635 19.689 -0.1902 -0.0106 -0.1649
H 21.969 20.874 21.551 -0.9097 0.2366 0.0797
H 24.288 21.561 21.428 -0.0671 0.0378 0.0906
H 25.082 22.511 19.310 0.2515 0.2121 0.2795
```
Positions in Å, forces in eV/Å.

Results
Strongest force on any atom in hartree/bohr: 0.0786
Relative energy (zero: lowest compared OMol25 entry of this formula, charge and spin) in kJ/mol: 0.0
Total charge: 0
Spin multiplicity: 1
Orbital gap in eV: 9.744
E_LUMO in eV: 0.520
Electronic energy in Ha: -4468.941271